# 1
Entry from OMol25: 2 unconnected molecules or ions with the total composition C2H2OS3 at a distorted geometry (ωB97M-V/def2-TZVPD).

Values from the calculation:
E_HOMO (alpha / beta) (eV): -9.077 / -9.207
Net charge: 0
Multiplicity: 1

Geometry (Å):
C -0.80175 1.24131 -0.83401
C -1.68642 0.51073 -0.50509
O 0.08243 -1.24236 1.88365
S 2.48517 0.60712 0.39609
S 1.95624 -1.02826 -0.37774
S 0.35149 -1.96478 0.69594
H 0.03624 1.97070 -0.93681
H -2.42341 -0.09446 -0.32203

Atoms 1-3, force components in eV/Å:
C 1.6 1.5 0.2
C 3.3 2.7 -1.2
O -0.8 1.8 2.9

# 2
Entry from OMol25: C5H12N2O in the gas phase at a distorted geometry (ωB97M-V/def2-TZVPD).

Values from the calculation:
E_HOMO (eV): -7.110
Net charge: 0
Multiplicity: 1
SMILES string: CN(C)N(C)/C=C/O

Geometry (Å):
C -1.59091 0.43652 -0.85588
N -1.01417 -0.37836 0.19732
C -1.30600 0.04792 1.55258
N 0.37859 -0.82197 -0.03889
C 0.54788 -2.22241 -0.43608
C 1.37136 0.09537 -0.31764
C 1.47123 1.39586 -0.00211
O 2.53880 2.15171 -0.39973
H -1.54003 -0.08833 -1.81818
H -1.10222 1.40886 -0.96837
H -2.65595 0.63450 -0.68560
H -0.89916 1.03556 1.79171
H -0.92006 -0.67185 2.28302
H -2.39172 0.08950 1.70648
H 0.56681 -2.31717 -1.52744
H -0.26922 -2.84045 -0.04757
H 1.48417 -2.62235 -0.03059
H 2.18691 -0.33639 -0.89682
H 0.74839 1.94098 0.58440
H 2.39529 3.06248 -0.09060

Atoms 1-3, force components in eV/Å:
C 0.2 0.0 -0.4
N 1.2 -1.3 -0.5
C 0.2 0.0 0.1

# 3
Entry from OMol25: 3 unconnected molecules or ions with the total composition C32H60N2O8 at a distorted geometry (ωB97M-V/def2-TZVPD).

Values from the calculation:
E_HOMO (alpha / beta) (eV): -8.142 / -9.282
<S²>: 2.008
Net charge: 0
Multiplicity: 3

Geometry (Å):
C -3.25643 1.15637 5.84018
C -4.07878 2.01287 5.68674
C -5.12137 3.02935 5.52813
C -6.29688 2.60386 4.61259
C -6.35612 3.34698 3.27384
C -5.40440 2.82860 2.19923
C -5.73269 3.44983 0.84298
C -4.75100 3.09623 -0.27931
C -4.49973 4.29175 -1.19604
O -3.90185 3.96607 -2.42546
C -2.68109 3.26615 -2.28785
O -4.06791 2.99921 2.60099
C -3.50930 4.30413 2.48836
C -2.37547 4.44321 3.50802
O -5.63081 1.41102 2.09196
C -4.64548 0.49892 2.36405
O -4.75693 -0.26719 3.27194
C -3.49068 0.44420 1.38085
O -2.70364 -0.70393 1.57029
O -1.70806 -0.36221 2.52613
H -2.58085 0.33583 5.91016
H -4.66351 3.94077 5.13508
H -5.50453 3.25333 6.52590
H -6.32021 1.52481 4.46348
H -7.21867 2.85798 5.14074
H -6.12914 4.40066 3.46602
H -7.37085 3.31945 2.87195
H -5.85270 4.53262 0.94725
H -6.72292 3.06149 0.59395
H -3.80196 2.80475 0.17643
H -5.10975 2.24603 -0.86196
H -5.45095 4.77934 -1.42117
H -3.87172 5.02367 -0.66356
H -2.84455 2.19828 -2.11035
H -2.08029 3.66542 -1.46115
H -2.11903 3.39594 -3.20990
H -4.26771 5.07482 2.64952
H -3.11077 4.44315 1.47824
H -1.41195 4.57765 3.01851
H -2.53338 5.32278 4.13564
H -2.34622 3.57629 4.16695
H -2.87472 1.33457 1.49413
H -3.87678 0.39567 0.36011
H -2.21611 -0.23243 3.34500
C 2.77290 0.76453 1.41766
C 1.52250 1.20018 0.62814
C 0.59204 0.01053 0.38323
C 1.11458 -0.96917 -0.66427
C 1.47152 -0.25184 -1.96470
C 2.43209 0.92341 -1.76366
N 1.89194 1.81640 -0.68794
O 0.98166 2.60663 -1.12858
C 3.83923 0.41493 -1.42624
C 2.55399 1.73300 -3.04867
C 0.80318 2.24860 1.46974
H 2.59910 0.90668 2.48386
H 3.02184 -0.28580 1.27451
H 3.64148 1.36411 1.14778
H -0.38236 0.38792 0.05783
H 0.42040 -0.50139 1.33028
H 1.98237 -1.51551 -0.28386
H 0.35005 -1.72065 -0.86764
H 1.92125 -0.94976 -2.67668
H 0.55283 0.12040 -2.42884
H 4.49504 1.24455 -1.15842
H 4.25539 -0.07229 -2.30910
H 3.86114 -0.31403 -0.62175
H 1.58408 2.05628 -3.41677
H 3.02137 1.10935 -3.81228
H 3.17392 2.61702 -2.89474
H 1.43113 3.12874 1.61871
H 0.57414 1.81179 2.44253
H -0.12990 2.56592 1.01043
C 5.70686 -6.67346 -2.79535
C 4.97817 -5.57510 -3.59358
C 5.76637 -4.26095 -3.55892
C 5.71640 -3.54965 -2.20777
C 4.27439 -3.35559 -1.74456
C 3.46216 -4.65382 -1.73057
N 3.59886 -5.33182 -3.05839
O 2.81776 -4.82356 -3.94002
C 3.91901 -5.55813 -0.57906
C 1.99138 -4.34276 -1.49178
C 4.85606 -6.06587 -5.03131
H 6.34557 -7.24850 -3.46508
H 6.34688 -6.27712 -2.00891
H 5.00009 -7.36900 -2.34505
H 5.36202 -3.59184 -4.32482
H 6.80120 -4.47382 -3.83917
H 6.28655 -4.10473 -1.45798
H 6.20182 -2.57552 -2.29590
H 4.24972 -2.92139 -0.74113
H 3.77959 -2.64054 -2.40983
H 3.43138 -6.53188 -0.63794
H 3.63109 -5.09435 0.36491
H 4.99282 -5.71406 -0.54167
H 1.61111 -3.62204 -2.21140
H 1.87907 -3.91677 -0.49405
H 1.37797 -5.24247 -1.55054
H 4.25537 -6.97488 -5.08242
H 5.85539 -6.28903 -5.40774
H 4.40391 -5.32019 -5.67912

Atoms 1-3, force components in eV/Å:
C 0.1 -0.3 -0.2
C -0.2 0.2 -0.1
C 0.1 -0.3 -0.1

# 4
Entry from OMol25: a molecular structure, C6H13O4PS at a distorted geometry (ωB97M-V/def2-TZVPD).

Values from the calculation:
E_HOMO (eV): 0.021
Net charge: -2
Multiplicity: 1

Geometry (Å):
C -0.56717 -1.69146 2.17292
C 0.00729 -0.38386 -2.29094
C 0.50355 2.87248 -0.42551
C -0.73114 -0.35922 1.56802
C 0.17459 -0.68126 -0.82246
C -0.95060 -0.27037 0.13791
O -3.08709 0.95611 -0.60852
O -2.85215 -1.48505 -1.46216
O -3.44288 -0.92777 0.99769
O -1.46994 2.44281 1.11526
P -2.73872 -0.51276 -0.29645
S -1.24193 1.98336 -0.25466
H 0.27303 -2.34386 1.89406
H -1.53534 -2.31884 2.13007
H -0.45626 -1.67803 3.34008
H -0.80886 -0.98594 -2.82750
H 0.93695 -0.48274 -2.73354
H -0.36970 0.75446 -2.33822
H 0.33883 3.85702 -0.70789
H 1.24149 2.34343 -1.26098
H 1.07225 2.82327 0.50339
H -1.58510 0.12091 1.90987
H 0.06102 0.30445 1.91624
H 1.13144 -0.13263 -0.48920
H 0.40696 -1.74784 -0.68515

Atoms 1-3, force components in eV/Å:
C -1.5 -3.1 3.2
C -4.0 2.1 0.2
C 2.5 -4.0 -1.3

# 5
Entry from OMol25: a molecular structure, C7H16CrI2N2OS (ωB97M-V/def2-TZVPD).

Values from the calculation:
E_HOMO (alpha / beta) (eV): -7.865 / -7.917
<S²>: 6.169
Net charge: 0
Multiplicity: 5

Geometry (Å):
Cr 1.18174 -0.39141 -0.63189
I 2.88604 1.43571 -1.90104
C 4.80022 0.76912 -1.52423
I 3.02839 -1.61085 0.78979
H 5.47241 1.45604 -1.03798
H 5.12674 -0.11081 -2.05222
C -1.11082 -1.08539 2.45349
N -1.82462 -0.15171 1.62710
C -2.77099 0.73461 2.26985
C -3.00274 1.84728 1.24077
N -2.13331 1.48284 0.12362
C -1.18659 0.48203 0.51986
S -0.98054 -0.78769 -0.89979
H -1.82706 -1.73373 2.96193
H -0.48938 -0.59491 3.21819
H -0.46603 -1.70907 1.83479
H -2.36615 1.14319 3.20738
H -3.69223 0.19733 2.51007
H -2.74529 2.82239 1.66433
H -4.04317 1.88660 0.91431
H -1.72969 2.25591 -0.37836
C 0.93445 -1.85128 -3.59268
O 1.69605 -1.86971 -2.37818
H -0.13560 -1.88452 -3.38491
H 1.21354 -2.68904 -4.23168
H 1.17297 -0.92172 -4.10474
H 1.72203 -2.76842 -2.03117
C 0.27129 0.90503 0.68455
H 0.39575 1.95738 0.41114
H 0.60258 0.78481 1.71770

Atoms 1-3, force components in eV/Å:
Cr -0.5 -0.4 -0.1
I 0.4 0.1 0.0
C -0.2 0.1 -0.2

# 6
Entry from OMol25: C14H19NO3 in the gas phase (ωB97M-V/def2-TZVPD).

Values from the calculation:
E_HOMO (eV): -8.455
Net charge: 0
Multiplicity: 1
SMILES string: COc1ccccc1CCNC(=O)[C@H]1CCCO1

Geometry (Å):
C 2.57067 2.83655 -0.33332
O 2.07792 1.52047 -0.32749
C 2.95153 0.48888 -0.15937
C 4.32661 0.63331 -0.02771
C 5.13121 -0.48243 0.13922
C 4.57660 -1.74631 0.17359
C 3.20474 -1.89149 0.03965
C 2.38075 -0.79394 -0.12927
C 0.89149 -0.94222 -0.24736
C 0.20710 -0.57577 1.07738
N -1.22303 -0.73855 1.00039
C -2.09600 0.28043 1.04691
O -1.80011 1.44058 1.24458
C -3.55614 -0.18153 0.86301
C -4.38613 0.88794 0.12768
C -4.78889 0.20163 -1.18282
C -3.82305 -0.98293 -1.24695
O -3.62968 -1.37451 0.09718
H 3.07912 3.08012 0.60508
H 1.69489 3.47447 -0.44188
H 3.25283 3.00938 -1.17261
H 4.78282 1.61042 -0.05247
H 6.19847 -0.35338 0.24188
H 5.20389 -2.61492 0.30327
H 2.76542 -2.87854 0.06358
H 0.64073 -1.97205 -0.51199
H 0.51891 -0.27428 -1.02582
H 0.39336 0.47377 1.31190
H 0.60341 -1.20348 1.88313
H -1.59523 -1.64973 0.76936
H -3.95170 -0.41214 1.85834
H -3.76112 1.76478 -0.04215
H -5.25284 1.19265 0.70962
H -5.81489 -0.16176 -1.12440
H -4.69399 0.85326 -2.04783
H -2.86600 -0.67435 -1.69319
H -4.21366 -1.84433 -1.78912

Atoms 1-3, force components in eV/Å:
C 0.1 0.3 0.0
O -0.1 -0.4 0.0
C 0.1 -0.2 0.0

# 7
Entry from OMol25: 2 unconnected molecules or ions with the total composition C7H16NO2Si2 at a distorted geometry (ωB97M-V/def2-TZVPD).

Values from the calculation:
E_HOMO (eV): -3.878
Net charge: -1
Multiplicity: 1

Geometry (Å):
C 2.69592 -1.89480 -1.26923
C 1.80586 -0.90543 -0.96631
C -3.60033 -0.43455 1.74224
C -1.30670 2.26586 -1.40780
C 1.10564 3.14195 0.06311
C -0.99767 -2.12840 -0.46563
C 1.15871 -2.21763 1.60713
N -0.24702 0.45967 0.92734
O -3.33326 -0.66274 2.82998
O -3.94078 -0.25709 0.66634
Si -0.43803 2.01403 0.29403
Si 0.42549 -0.98221 0.33081
H 3.54061 -1.69425 -1.94433
H 2.81393 -2.87007 -0.81842
H 1.98134 0.00994 -1.52819
H -1.14553 1.71335 -2.40902
H -2.35708 2.09699 -1.29784
H -1.28863 3.30967 -1.54577
H 2.07466 2.80449 0.56461
H 1.32132 3.31299 -0.95673
H 0.76488 4.06263 0.41396
H -1.52123 -1.58184 -1.15567
H -0.65373 -3.10735 -0.75979
H -1.82028 -2.06657 0.30578
H 1.63876 -1.52512 2.29816
H 0.71610 -2.87133 2.23664
H 2.08452 -2.68777 1.12724
H -1.47747 2.69556 1.11736

Atoms 1-3, force components in eV/Å:
C 0.1 1.6 0.0
C 1.3 -1.4 -0.3
C 0.1 -0.2 0.0

# 8
Entry from OMol25: C4H7NO2 in the gas phase at a distorted geometry (ωB97M-V/def2-TZVPD).

Values from the calculation:
E_HOMO (eV): -9.338
Net charge: 0
Multiplicity: 1
SMILES string: O[C@@H]1OC[C@H]2CN21

Geometry (Å):
O 0.09690 -1.43808 1.57948
C -0.45667 -0.17502 1.27188
O -1.56462 -0.32544 0.44372
C -1.10766 -0.22551 -0.91279
C 0.42306 -0.17721 -0.81419
C 1.06238 1.14403 -0.58564
N 0.64589 0.37138 0.53834
H 1.04397 -1.22609 1.66328
H -0.75782 0.31760 2.20131
H -1.51827 0.70625 -1.32984
H -1.49191 -1.08393 -1.47798
H 0.96475 -1.06648 -1.14720
H 0.64820 2.05839 -0.98529
H 2.14976 1.14689 -0.51790

Atoms 1-3, force components in eV/Å:
O -0.3 -0.4 0.7
C 0.0 0.1 0.1
O 0.0 0.1 0.1

# 9
Entry from OMol25: 2 unconnected molecules or ions with the total composition C11H15N at a distorted geometry (ωB97M-V/def2-TZVPD).

Values from the calculation:
E_HOMO (eV): -7.696
Net charge: 0
Multiplicity: 1
SMILES string: Cc1c[nH]c2ccccc12.CC

Geometry (Å):
C -3.06541 0.60660 -1.83164
C -1.90674 -0.28727 -2.16277
C -1.41484 -0.54390 -3.41239
N -0.20872 -1.16137 -3.32561
C 0.14398 -1.33327 -1.97675
C 1.18776 -2.05861 -1.45049
C 1.18437 -2.20102 -0.05448
C 0.18523 -1.55312 0.69788
C -0.72138 -0.66617 0.15505
C -0.95099 -0.79004 -1.22919
H -3.81937 0.78695 -2.59896
H -2.62456 1.61764 -1.75999
H -3.59284 0.41065 -0.90196
H -1.61054 -0.05071 -4.35602
H 0.25235 -1.51889 -4.13758
H 2.03296 -2.49776 -1.96249
H 2.01549 -2.66604 0.45271
H 0.15743 -1.87197 1.73591
H -1.36273 -0.05503 0.77601
C 1.14172 2.22055 3.67069
C 2.45187 1.65354 3.12511
H 0.54651 1.59586 4.34276
H 1.39514 3.09165 4.30117
H 0.40838 2.69347 3.01313
H 3.10403 1.34355 3.92992
H 2.22908 0.80009 2.48856
H 2.84184 2.43462 2.47140

Atoms 1-3, force components in eV/Å:
C 0.5 1.4 -0.2
C -0.7 0.3 -0.3
C 0.2 0.9 0.2

# 10
Entry from OMol25: a molecular structure, C36H32BBrN5O7Ru (ωB97M-V/def2-TZVPD).

Values from the calculation:
E_HOMO (alpha / beta) (eV): -4.645 / -7.000
<S²>: 8.811
Net charge: 0
Multiplicity: 6

Geometry (Å):
Ru -0.28203 -0.10220 0.50688
Br -1.06888 5.26527 5.47322
C -0.78728 3.59209 4.61505
C 0.26333 2.78637 5.02177
C 0.46584 1.58606 4.34891
C -0.33656 1.17014 3.28184
O -0.01404 0.04636 2.65078
C -1.44159 1.99517 2.88844
C -2.40524 1.69295 1.87194
N -2.29148 0.70224 0.97238
C -3.27554 0.39931 0.09439
C -4.47074 1.10209 -0.11445
C -5.40337 0.66835 -1.06223
C -5.22393 -0.46398 -1.81930
C -4.03968 -1.22532 -1.63676
C -3.76136 -2.40977 -2.34246
C -2.58454 -3.08448 -2.13481
C -1.67116 -2.56411 -1.21373
N -1.90584 -1.46188 -0.52480
C -3.06453 -0.78928 -0.70662
C -1.62194 3.20764 3.58784
H 0.91267 3.08553 5.83341
H 1.28213 0.93291 4.63930
H -3.29029 2.32401 1.87031
H -4.68374 1.99480 0.45603
H -6.31015 1.24856 -1.19254
H -5.97286 -0.79814 -2.52674
H -4.48963 -2.78233 -3.05583
H -2.35281 -3.99485 -2.67254
H -0.71527 -3.04493 -1.02962
H -2.43518 3.85941 3.29235
C 1.93791 4.79705 2.15652
C 1.24513 3.94963 1.14619
C 0.45024 4.27076 0.06761
C -0.01019 3.04560 -0.45051
N 0.49111 2.03913 0.25383
N 1.26642 2.60631 1.20554
C -0.99393 2.82121 -1.54841
H 2.08664 5.80200 1.76592
H 2.91584 4.38899 2.41645
H 1.34127 4.86659 3.06821
H 0.21372 5.26099 -0.28586
H 1.56491 2.04124 1.98498
H -0.95067 3.63925 -2.26828
H -2.00637 2.78284 -1.13612
H -0.80895 1.88367 -2.06759
C 1.28537 -4.38909 1.39467
C 0.93870 -2.94895 1.65179
N 0.67191 -2.56687 2.89226
O 0.89448 -2.15041 0.69157
H 1.72375 -4.87552 2.26554
H 1.97279 -4.44002 0.55291
H 0.37101 -4.92207 1.12502
H 0.69963 -3.24056 3.63481
H 0.39823 -1.57736 3.05381
O -1.58984 -0.12687 -3.62418
C -0.84404 -0.93404 -4.40205
C -1.27988 -1.32557 -5.66691
C -0.49487 -2.14426 -6.45481
C 0.74128 -2.59602 -6.00512
C 1.16702 -2.22768 -4.74466
C 0.39351 -1.39761 -3.93208
C 0.83617 -1.06585 -2.56522
O 1.81217 -1.88594 -2.10827
O 0.35241 -0.20012 -1.88971
H -2.47220 -0.02871 -4.00079
H -2.24108 -0.97354 -6.02491
H -0.85149 -2.43204 -7.43598
H 1.35362 -3.23300 -6.62795
H 2.11302 -2.58557 -4.36322
O 3.44006 -2.57075 -0.49186
B 2.57785 -1.60836 -0.99264
O 2.74988 -0.36431 -0.41056
C 3.64713 -0.60559 0.60878
C 4.08779 0.26301 1.57644
C 4.97463 -0.25744 2.52046
C 5.38481 -1.58285 2.47706
C 4.93067 -2.45459 1.48569
C 4.05926 -1.92975 0.56182
H 3.76605 1.29579 1.59548
H 5.34753 0.38665 3.30561
H 6.07307 -1.94773 3.22833
H 5.24224 -3.48963 1.43794

Atoms 1-3, force components in eV/Å:
Ru -0.1 0.0 0.0
Br 0.0 0.0 0.0
C 0.0 -0.1 -0.1

# 11
Entry from OMol25: C8H10ClNO3 in the gas phase at a distorted geometry (ωB97M-V/def2-TZVPD).

Values from the calculation:
E_HOMO (alpha / beta) (eV): -9.802 / -9.802
Net charge: 0
Multiplicity: 1

Geometry (Å):
C 1.58978 1.33189 1.11513
C 0.35254 1.88740 0.84174
C 1.86923 -0.13988 0.91349
C -0.79344 1.24814 0.25612
C 0.82235 -1.12939 0.49198
C -0.07642 -0.61912 -0.64241
C -1.37489 -1.38641 -0.80598
C 0.47833 -0.20796 -1.92799
N -1.70481 0.73437 1.20418
O -2.88410 0.58860 0.78439
O 2.97906 -0.56674 1.03020
O -1.30428 0.34198 2.29440
Cl 1.59300 -2.67899 -0.00193
H 2.37517 1.87784 1.48703
H 0.30578 2.98401 1.01188
H -1.33382 1.72760 -0.51855
H 0.06586 -1.27455 1.44706
H -1.30436 -1.78719 -1.78383
H -2.16261 -0.56913 -0.72512
H -1.47467 -2.01607 0.01545
H 1.56175 -0.46465 -1.69440
H 0.31790 0.89351 -2.08980
H 0.10265 -0.77526 -2.70303

Atoms 1-3, force components in eV/Å:
C -4.8 -1.6 -1.5
C 4.0 1.0 0.7
C 0.1 0.6 -0.3